1.
21
Properties=species:S:1:pos:R:3:forces:R:3 method="wB97M-V/def2-TZVPD" largest_force_ev_per_a=1.02 lumo_energy_ev=0.55 orbital_gap_ev=8.97 smiles=C1CSCS1.CSSC
S 0.142 -1.402 -2.806 0.0133 0.1565 0.1309
S 1.840 -0.720 -0.466 0.1026 -0.6753 -0.4910
C 1.230 -0.154 -2.094 0.5398 0.6249 -0.4895
C -0.511 -1.870 -1.189 -0.6960 -0.2708 0.0573
C 0.681 -2.111 -0.278 0.2189 -0.7841 0.3277
H 0.708 0.815 -1.980 0.3199 -0.6976 -0.1042
H 2.084 0.003 -2.781 -0.3934 -0.2419 0.3710
H -1.127 -2.781 -1.316 0.3816 0.3598 0.0555
H -1.167 -1.072 -0.791 0.4393 -0.7612 -0.5218
H 1.186 -3.063 -0.533 -0.2212 0.5368 0.0188
H 0.381 -2.164 0.786 0.1854 0.0224 -0.6017
S -0.930 -0.079 1.322 -0.3312 0.6546 0.6737
S -0.900 1.293 -0.185 -0.1088 0.5589 0.5257
C -1.668 0.860 2.677 -0.3947 0.4125 0.4061
C 0.639 2.181 0.139 0.5092 0.5823 0.1909
H -1.762 0.178 3.538 0.0837 0.2072 -0.3474
H -2.672 1.231 2.410 0.4339 -0.2198 0.0558
H -1.043 1.719 2.974 -0.1725 -0.4253 -0.1593
H 0.620 2.702 1.111 -0.1422 -0.1904 -0.4348
H 1.508 1.501 0.122 -0.5855 0.3537 0.0510
H 0.763 2.930 -0.660 -0.1823 -0.2034 0.2855

2.
138
Properties=species:S:1:pos:R:3:forces:R:3 method="wB97M-V/def2-TZVPD" charge=-1 largest_force_ev_per_a=6.36 lumo_energy_ev=1.91 orbital_gap_ev=6.85
C -3.234 0.757 -0.248 0.6924 0.9843 -1.9184
C -2.615 0.918 -1.521 -2.3510 -0.1105 1.9540
P -1.458 -0.500 -2.092 1.6763 1.0153 1.4167
C -0.139 -1.896 -2.232 0.0137 -1.3093 0.0174
C 0.668 -1.979 -0.847 0.5738 -1.1220 -1.0952
C 2.092 -2.718 -0.999 -0.1833 0.3869 0.9509
C 2.742 -2.698 0.483 0.8800 0.5982 -1.5685
C 4.333 -2.831 0.466 0.1672 -0.2906 1.5325
C 4.796 -3.134 1.983 0.0519 0.6678 0.5749
C 4.085 -2.156 3.053 0.4651 -0.3207 0.4392
C -0.120 0.827 -2.398 0.6710 0.9516 0.1356
C 0.312 1.681 -1.119 1.1162 0.3905 -1.0087
C 0.377 3.243 -1.506 0.3127 0.2792 1.0135
C -0.186 4.216 -0.380 0.0630 1.3736 -0.3105
C -1.774 4.247 -0.284 0.5549 -1.7838 -0.9120
O -2.296 5.094 0.774 0.4382 -1.2084 1.8225
C -2.156 4.522 2.038 0.7045 -0.6469 1.5017
C -2.839 5.324 3.249 0.1757 -0.2701 -2.0311
O -1.531 3.493 2.313 -1.4216 2.1338 -1.3909
O -1.742 -0.331 -3.827 -1.6949 -3.1417 -0.5491
C -2.587 -1.382 -4.342 -1.0556 2.7260 0.3826
S -1.727 -2.653 -5.363 3.2729 0.8069 -5.3988
C -1.574 -4.335 -4.667 -0.9744 -1.6763 0.0583
O -2.460 -2.757 -6.686 0.1894 -0.3338 3.5056
O -0.336 -2.149 -5.696 -2.6669 -1.1456 2.0180
C -3.609 -1.756 -3.160 -0.8146 2.0302 0.0046
C -4.810 -0.700 -3.440 0.4534 1.7424 0.7369
C -5.765 -0.447 -2.188 0.8704 -1.5772 0.0355
O -5.883 0.956 -1.871 -1.5155 -0.6752 -1.2374
C -7.029 1.557 -2.471 0.6993 1.3468 0.4683
C -8.109 1.873 -1.317 0.6187 0.7661 0.1717
F -8.418 3.261 -1.337 0.2808 -2.2981 -0.0248
F -7.584 1.639 -0.033 -1.2508 0.0515 -2.3741
C -9.469 1.080 -1.569 -0.0391 -0.1462 -0.1410
F -10.169 1.822 -2.548 1.0223 -1.6806 1.7553
F -9.231 -0.218 -2.089 -0.3145 2.2800 0.8025
C -10.381 0.869 -0.284 -1.4034 0.4291 0.1577
F -9.825 0.032 0.678 -0.5184 1.6147 -1.7664
F -10.640 2.141 0.243 0.6930 -2.0775 -0.4358
C -11.803 0.226 -0.694 -0.5876 0.5256 0.7901
F -12.417 -0.248 0.492 0.9901 0.8255 -2.1084
F -12.624 1.254 -1.212 1.4255 -1.9842 0.8143
P -4.422 -3.454 -3.046 1.0283 -2.2152 1.3684
O -5.453 -3.522 -1.657 0.7790 0.9301 -1.3566
Br -5.888 -3.781 -4.779 0.2564 0.7175 0.7784
O -2.857 -1.584 -1.939 -1.9708 -1.5671 -2.1826
H -3.244 1.570 0.548 -0.8988 -0.6502 -1.3984
H -3.760 -0.210 0.052 1.8901 0.9332 -0.1142
H -2.755 1.850 -2.159 0.9551 -0.5133 1.4413
H -1.230 -0.668 -0.663 -0.2826 0.1203 -0.4704
H 0.533 -1.801 -3.140 -0.6519 -0.0598 1.0986
H -0.687 -2.888 -2.325 0.7287 0.9366 0.0448
H 0.889 -0.972 -0.384 -0.5073 -0.9582 -0.6038
H 0.049 -2.607 -0.115 0.7980 1.0870 -0.8285
H 1.998 -3.775 -1.406 -0.0127 1.1887 0.5805
H 2.780 -2.164 -1.728 -0.9821 -0.5533 1.0257
H 2.517 -1.648 0.878 0.1263 -1.6505 -0.1720
H 2.313 -3.506 1.155 0.3304 1.0625 -0.8245
H 4.868 -1.862 0.185 -0.9890 -1.1992 0.0597
H 4.710 -3.665 -0.214 -0.5884 1.0569 0.7891
H 4.566 -4.196 2.310 0.1675 1.0859 -0.6055
H 5.924 -2.992 2.124 -1.4246 -0.2380 -0.4043
H 4.545 -2.316 4.092 -0.4716 0.1273 -1.4387
H 4.256 -1.051 2.809 -0.4498 -1.5392 0.1486
H 2.979 -2.395 3.186 1.4262 0.5379 -0.4281
H 0.821 0.370 -2.856 -1.2780 0.4168 0.5612
H -0.535 1.516 -3.216 0.5509 -0.8442 1.2448
H -0.273 1.470 -0.175 0.3110 0.3480 -1.2127
H 1.398 1.388 -0.887 -1.4856 0.3258 -0.0791
H 1.479 3.525 -1.646 -1.4957 -0.3322 0.1138
H -0.130 3.492 -2.487 0.3890 -0.5212 1.0931
H 0.135 5.281 -0.666 -0.3677 -1.2958 0.3849
H 0.294 4.027 0.639 -0.8510 -0.0470 -1.3769
H -2.115 3.184 -0.096 0.3010 1.2294 -0.1750
H -2.279 4.567 -1.259 0.8810 -0.1127 1.4344
H -2.454 4.870 4.208 -0.5657 0.6468 -1.2042
H -2.555 6.410 3.099 -0.5287 -1.1647 0.4938
H -3.961 5.181 3.101 1.4257 0.3702 0.4981
H -3.203 -0.820 -5.128 0.9248 -1.4822 0.4996
H -2.533 -4.901 -4.936 1.1866 1.0322 0.3445
H -0.741 -4.896 -5.211 -0.8757 1.3205 0.6884
H -1.469 -4.411 -3.547 0.1098 0.4992 -1.3128
H -5.412 -0.947 -4.367 0.8466 -0.1327 1.0076
H -4.301 0.306 -3.659 -0.6955 -1.2919 0.4049
H -6.761 -0.971 -2.364 0.9869 0.9307 0.2959
H -5.291 -0.965 -1.297 -0.6122 0.8902 -1.0113
H -7.462 0.994 -3.350 0.3208 0.4033 1.1837
H -6.705 2.585 -2.858 -0.5418 -1.3064 0.5736
H -11.694 -0.630 -1.432 -0.3145 1.1810 0.9313
H -4.919 -3.760 -0.873 -0.0789 0.1604 -0.7030
C 1.313 0.440 -6.958 0.0652 -0.0254 0.1331
C 0.821 0.374 -8.257 0.0277 0.0648 -0.0535
C 1.190 1.336 -9.192 0.0601 0.0105 0.1085
C 2.060 2.359 -8.830 -0.0266 -0.0441 0.0259
C 2.555 2.424 -7.532 -0.0319 -0.0322 -0.0044
C 2.178 1.467 -6.594 -0.0199 0.0159 -0.1809
H 1.021 -0.308 -6.229 -0.0732 0.0430 -0.0843
H 0.148 -0.428 -8.540 0.0273 0.0404 0.0945
H 0.801 1.287 -10.203 0.0253 0.0013 0.0476
H 2.352 3.107 -9.560 -0.0161 -0.0320 0.0418
H 3.235 3.221 -7.249 -0.0483 -0.0368 -0.0197
H 2.560 1.520 -5.581 -0.0431 -0.0130 -0.0450
C 6.934 -5.290 7.696 0.0289 0.0126 -0.0929
C 5.798 -5.363 6.897 0.0709 0.0175 -0.0154
C 5.901 -5.184 5.522 0.0645 -0.0033 0.0245
C 7.143 -4.941 4.945 -0.0092 -0.0002 0.0411
C 8.280 -4.872 5.742 -0.0320 0.0081 0.0478
C 8.176 -5.042 7.119 -0.1020 -0.0154 -0.0321
H 6.853 -5.427 8.769 0.0026 0.0103 -0.0673
H 4.830 -5.558 7.347 0.0639 0.0265 -0.0325
H 5.015 -5.233 4.898 0.0527 0.0075 0.0363
H 7.225 -4.806 3.872 -0.0272 -0.0032 0.0594
H 9.249 -4.684 5.290 -0.0594 -0.0243 0.0197
H 9.062 -4.983 7.741 -0.0481 -0.0106 -0.0354
C 13.525 -4.126 2.250 -0.0734 0.0241 0.0299
C 12.555 -4.172 1.254 -0.0148 0.0067 0.0608
C 11.238 -3.835 1.549 0.0449 0.0114 0.0583
C 10.892 -3.443 2.838 0.0714 -0.0342 -0.0111
C 11.863 -3.393 3.833 -0.0027 -0.0331 -0.0586
C 13.178 -3.739 3.540 -0.0503 -0.0015 -0.0682
H 14.551 -4.392 2.021 -0.0656 0.0166 0.0132
H 12.826 -4.472 0.248 -0.0237 0.0135 0.0709
H 10.481 -3.878 0.773 0.0473 0.0151 0.0485
H 9.866 -3.176 3.066 0.0604 -0.0061 -0.0128
H 11.594 -3.086 4.838 0.0145 -0.0166 -0.0669
H 13.934 -3.705 4.318 -0.0434 0.0060 -0.0450
C -3.927 8.346 8.306 0.0629 -0.0337 -0.0415
C -3.962 8.821 7.000 0.0481 -0.0287 0.0184
C -3.035 8.365 6.068 0.0070 -0.0436 0.0762
C -2.079 7.426 6.441 -0.0460 0.0394 0.0389
C -2.047 6.949 7.747 -0.0300 0.0457 -0.0078
C -2.968 7.411 8.681 -0.0185 0.0367 -0.0858
H -4.648 8.704 9.033 0.0416 -0.0244 -0.0481
H -4.712 9.548 6.707 0.0541 -0.0466 0.0190
H -3.058 8.740 5.051 -0.0091 -0.0373 0.0572
H -1.359 7.067 5.714 -0.0486 0.0180 0.0491
H -1.302 6.215 8.037 -0.0515 0.0524 -0.0252
H -2.939 7.043 9.700 -0.0070 0.0115 -0.0618